Computed, not measured: an isolated ion of composition C8H14BrINO2S and charge +1 at a distorted geometry, with ωB97M-V/def2-TZVPD.

```
28
Properties=species:S:1:pos:R:3
C 3.1180 1.3801 0.5977
C 2.5743 1.2066 -0.7861
O 3.0590 1.6826 -1.7735
N 1.3934 0.3313 -0.9838
C 1.7804 -1.0158 -1.4584
S 0.3125 0.4073 0.2945
C 0.4493 -1.0457 1.3793
C -0.7225 -2.0298 1.3778
O -1.3899 -2.1679 2.3586
I -1.1396 -3.2645 -0.3282
C -1.2761 0.3489 -0.5642
C -2.4512 0.4390 0.3696
C -3.6866 0.8725 -0.4323
Br -2.1201 1.7246 1.7918
H 2.4457 1.9698 1.2008
H 4.0700 1.8611 0.4946
H 3.2829 0.4187 1.0643
H 0.9753 -1.7224 -1.3668
H 2.0706 -0.9597 -2.4938
H 2.6410 -1.3705 -0.9066
H 0.4826 -0.6353 2.3727
H 1.3774 -1.5723 1.2088
H -1.2354 1.2447 -1.1658
H -1.3338 -0.4858 -1.2423
H -2.6831 -0.5028 0.8203
H -4.5483 0.3554 -0.0486
H -3.8578 1.9220 -0.3059
H -3.5880 0.6079 -1.4745
```

Output
HOMO level, eV: -13.74
Multiplicity: 1
Charge: +1
Kohn-Sham gap, eV: 9.96
Electronic energy, a.u.: -3788.0590